# 1
{"formula": "C27H29CeIN5O6S", "method": "ωB97M-V/def2-TZVPD", "symbols": ["Ce", "I", "S", "O", "O", "O", "O", "O", "O", "N", "N", "N", "N", "N", "C", "C", "C", "C", "C", "C", "C", "C", "C", "C", "C", "C", "C", "C", "C", "C", "C", "C", "C", "C", "C", "C", "C", "C", "C", "C", "C", "H", "H", "H", "H", "H", "H", "H", "H", "H", "H", "H", "H", "H", "H", "H", "H", "H", "H", "H", "H", "H", "H", "H", "H", "H", "H", "H", "H", "H"], "xyz": [[1.66777, -0.60168, -0.93274], [1.56665, 7.20218, 3.30589], [0.26154, -2.29091, 0.58004], [2.44300, 0.56747, 1.08167], [2.29520, 1.55192, -0.89887], [2.21294, -0.16288, -3.43123], [1.56371, -2.62396, -2.40877], [5.70010, -0.95545, 0.48804], [-0.21202, -0.00712, -2.42735], [-2.01900, -3.21745, 2.13025], [-1.05935, -0.04205, 1.36964], [-0.29705, 0.53448, 0.59192], [3.72889, -1.49566, -0.73150], [-2.03387, -1.92935, 2.04227], [-3.17483, -3.75074, 2.72168], [2.00378, -1.33713, -4.31031], [2.58733, 2.94753, 1.00398], [-5.31423, -4.67744, 4.23434], [2.48561, 1.63899, 0.41723], [1.46047, 0.98088, -3.89117], [-1.00098, 4.04360, 1.72646], [-1.52831, -0.57948, -2.44948], [-0.97750, -1.37944, 1.45245], [-4.36847, -3.01122, 2.80760], [-3.11002, -4.96075, 3.37628], [-4.19725, -5.43189, 4.11449], [2.43706, -2.53636, -3.49015], [-1.38586, 4.67731, 0.52767], [-0.00981, 0.67550, -3.71219], [-5.46814, -3.49658, 3.54124], [2.20869, 4.06373, 0.27148], [2.05205, 5.41099, 2.25426], [-0.59476, 2.00345, 0.54692], [2.46246, 4.32834, 3.00103], [-0.91180, 2.62156, -0.62180], [-1.26009, 3.96200, -0.63179], [4.75075, -1.24353, -0.12746], [1.42538, -4.01699, -1.92405], [2.64444, 3.08521, 2.37989], [1.87463, 5.23744, 0.90409], [-0.63589, 2.70449, 1.72896], [-0.55324, 1.60184, -3.68164], [2.88165, 2.24429, 3.00729], [-4.04705, -6.32810, 4.61767], [-0.96799, 4.57746, 2.71793], [2.43063, -3.34205, -4.18560], [2.81164, 4.42584, 4.00521], [1.81981, 1.76559, -3.28243], [0.64595, -3.94825, -1.25050], [-2.24758, 0.24610, -2.38038], [-1.69112, -1.26985, -3.23321], [-6.17123, -5.01261, 4.83306], [2.05823, 3.96683, -0.82251], [2.58052, -1.09602, -5.23224], [-1.66600, -1.10094, -1.49101], [-0.84534, 2.05257, -1.51936], [-6.36122, -2.84184, 3.57114], [-2.25402, -5.58226, 3.22461], [2.44970, -4.32705, -1.65498], [-1.67540, 5.72168, 0.49456], [-0.46726, 2.20205, 2.68162], [1.57934, 1.09111, -4.91204], [-1.21139, -3.74301, 1.82351], [3.47006, -2.34727, -3.18081], [-1.55010, 4.43146, -1.54721], [-0.46118, 0.08693, -4.50741], [1.50187, 6.08067, 0.30879], [-4.43677, -2.05734, 2.35087], [1.15571, -4.61778, -2.80612], [0.94856, -1.36909, -4.55972]], "lowdin_charge": [1.1285, 0.8659, 0.7414, -0.0328, -0.1467, -0.2221, -0.3343, 0.1671, -0.3404, 0.0134, 0.0527, -0.0056, -0.0097, 0.0924, -0.2300, -0.0798, -0.1466, -0.1055, -0.5037, -0.1050, -0.0581, -0.0303, -0.6855, -0.0164, -0.0209, -0.0759, -0.2032, -0.0699, -0.1250, -0.0618, -0.0044, -0.6922, -0.2212, -0.1312, -0.0289, -0.0751, -0.4148, 0.0032, 0.0118, -0.1463, -0.0333, 0.1337, 0.1293, 0.0913, 0.1280, 0.1351, 0.0959, 0.1236, 0.0026, 0.1170, 0.0973, 0.1179, 0.1394, 0.1634, 0.0921, 0.0824, 0.1206, 0.1068, 0.1258, 0.1152, 0.1295, 0.1230, 0.0964, 0.1387, 0.1052, 0.1311, 0.1159, 0.0892, 0.1109, 0.1225], "lumo_energy_ha": [-0.17199, -0.17193], "total_charge": 1, "gap_ev": [5.53, 5.53], "de_lowest_kcal_mol": 9.3}


# 2
{"formula": "C27H29Cl3MnN3OSSi2", "method": "ωB97M-V/def2-TZVPD", "symbols": ["Mn", "Cl", "Cl", "Cl", "S", "Si", "Si", "O", "N", "N", "N", "C", "C", "C", "C", "C", "C", "C", "C", "C", "C", "C", "C", "C", "C", "C", "C", "C", "C", "C", "C", "C", "C", "C", "C", "C", "C", "C", "H", "H", "H", "H", "H", "H", "H", "H", "H", "H", "H", "H", "H", "H", "H", "H", "H", "H", "H", "H", "H", "H", "H", "H", "H", "H", "H", "H", "H"], "xyz": [[0.21252, -0.17164, 0.68726], [-4.74156, 6.71318, 3.29728], [-3.69828, 3.55339, 7.48332], [0.53498, 2.40708, 7.89335], [0.32415, 5.20472, 6.89549], [0.16571, 2.12945, 0.13605], [2.53587, -0.75947, 0.71028], [-1.94179, 1.23156, 5.94555], [-1.13993, -1.00321, -2.02265], [-0.98310, -0.78655, 2.34634], [-2.49081, -0.49157, 3.91640], [-3.68579, 2.62435, 4.92550], [0.02761, 3.52834, 6.70089], [-4.34860, 5.14435, 3.91614], [2.02938, 2.90222, 3.74868], [-0.39960, 5.53969, 5.37763], [-1.50160, -1.28078, 4.45550], [-1.22490, 3.28726, 0.67389], [1.26059, 2.90894, 2.60778], [2.92335, 0.77809, 3.09002], [-3.83597, 2.84554, 3.56044], [-4.15543, 4.08983, 3.04158], [-2.13306, -0.22095, 2.64711], [2.86845, 1.81535, 3.99482], [-0.61633, -0.69821, -1.03707], [1.33929, 1.89414, 1.62798], [2.20794, 0.78210, 1.87066], [-0.57348, -1.45179, 3.47846], [-0.94584, 1.83142, 5.10592], [-3.63018, 0.03777, 4.64889], [1.02738, 2.79327, -1.38617], [-4.22584, 4.96946, 5.28309], [3.34844, -2.06984, 1.81392], [-3.29102, 1.28470, 5.51580], [-0.83993, 4.40896, 4.76964], [-3.88909, 3.71825, 5.76919], [3.80770, -0.21695, -0.57643], [-0.59537, 3.22696, 5.52880], [3.21983, -3.05126, 1.35389], [-2.73077, 0.35885, 1.96293], [-1.33251, 4.40144, 3.80666], [1.51842, 3.73817, -1.14191], [-0.92981, 4.33947, 0.68594], [1.97737, 3.73033, 4.44554], [-4.24968, 4.23999, 1.97565], [3.57172, -0.05949, 3.31351], [-4.37131, 5.79657, 5.96216], [-0.06919, 1.18556, 5.18470], [-1.54878, -1.61918, 5.47423], [3.41365, 0.55197, -1.24048], [-0.46673, 6.55329, 5.01862], [-4.43622, 0.23520, 3.94519], [4.70042, 0.17795, -0.08573], [4.42032, -1.91655, 1.96606], [2.87094, -2.11058, 2.79530], [-3.86484, 1.17246, 6.43909], [4.10922, -1.06391, -1.19468], [0.34851, -2.00618, 3.49918], [-3.69238, 2.03022, 2.86576], [-1.25198, 1.83872, 4.05697], [0.59536, 3.74874, 2.44600], [3.48226, 1.79174, 4.88718], [1.78233, 2.09897, -1.75294], [0.31574, 2.97293, -2.19238], [-1.57089, 3.02048, 1.67548], [-3.97430, -0.75439, 5.31176], [-2.07048, 3.19371, -0.01084]], "lowdin_spin": [3.9628, 0.0000, 0.0000, 0.0000, 0.0001, -0.1181, 0.0376, 0.0001, 0.0730, 0.0480, 0.0049, 0.0000, 0.0002, 0.0000, 0.0081, -0.0001, 0.0020, -0.0143, -0.0049, 0.0112, 0.0000, 0.0000, 0.0177, -0.0029, -0.0298, -0.0136, 0.0054, 0.0122, 0.0000, 0.0005, -0.0201, 0.0000, 0.0161, 0.0002, 0.0000, 0.0000, 0.0024, 0.0001, 0.0007, 0.0029, 0.0000, -0.0046, -0.0029, 0.0005, 0.0000, 0.0004, 0.0000, 0.0000, 0.0002, -0.0001, 0.0000, 0.0000, 0.0003, 0.0022, 0.0003, 0.0000, 0.0008, 0.0022, 0.0000, 0.0000, -0.0012, -0.0003, -0.0002, 0.0007, 0.0003, 0.0001, -0.0010], "lumo_energy_ha": [-0.01044, 0.00199], "gap_ev": [6.02, 7.15], "de_lowest_kcal_mol": 28.5, "multiplicity": 5}


# 3
{"formula": "C27H29FN2O3SbSe5W", "method": "ωB97M-V/def2-TZVPD", "symbols": ["W", "Sb", "Se", "Se", "Se", "Se", "Se", "F", "O", "O", "O", "N", "N", "C", "C", "C", "C", "C", "C", "C", "C", "C", "C", "C", "C", "C", "C", "C", "C", "C", "C", "C", "C", "C", "C", "C", "C", "C", "C", "C", "H", "H", "H", "H", "H", "H", "H", "H", "H", "H", "H", "H", "H", "H", "H", "H", "H", "H", "H", "H", "H", "H", "H", "H", "H", "H", "H", "H", "H"], "xyz": [[0.49866, 0.41444, 0.63231], [1.63274, 4.50918, 3.84843], [4.21510, 0.31668, -2.10099], [0.70377, 4.60867, 1.59440], [0.54281, 1.88096, 2.44576], [4.01339, 4.48809, 3.80530], [-1.66570, -0.30524, 0.84812], [-3.37602, 4.92977, -1.36785], [0.73638, -2.28396, -2.57082], [0.91230, -1.19909, -0.63320], [0.24789, 1.54503, -1.02033], [-2.42168, 0.07170, -3.71213], [2.60657, 0.62849, 0.35037], [-1.38963, -0.67528, -3.29708], [3.31504, -1.42261, 2.52248], [-4.01618, 3.25894, -2.87251], [-3.20772, -0.36970, -4.87743], [0.46805, -1.35155, -1.83423], [3.07084, -0.63354, 3.65055], [2.32281, -2.28181, 2.03249], [4.16932, 0.23259, 4.21684], [4.64181, -1.33866, 1.80626], [-2.61023, 0.21589, -6.15153], [1.80297, -0.63742, 4.24207], [-3.82106, 2.04614, -3.48849], [0.78203, -1.42998, 3.70485], [-1.78027, 1.79810, -2.17693], [-0.03885, -3.16086, 2.03876], [2.66036, -3.29492, 0.96591], [-0.50216, -0.29478, -2.32917], [-0.63842, 1.00902, -1.79875], [-1.99876, 3.04059, -1.55982], [3.26097, 0.51680, -0.62193], [-4.81863, 1.51155, -4.48458], [1.48970, 0.24636, 5.42689], [-3.10901, 3.73973, -1.92788], [1.03121, -2.24607, 2.58599], [-2.67478, 1.30392, -3.13712], [-4.66739, 0.00558, -4.65984], [-0.58845, -1.39947, 4.33479], [-5.03661, -0.51217, -3.77189], [4.04612, 1.27962, 3.92288], [-1.03160, -2.73396, 2.14953], [4.17523, 0.20361, 5.30613], [-0.03079, -4.12735, 2.55593], [2.11350, -4.22311, 1.13087], [4.53924, -1.59810, 0.75522], [-1.58336, -0.12491, -6.28285], [5.15200, -0.09462, 3.88743], [-2.60124, 1.30573, -6.11891], [0.64206, 0.90065, 5.21054], [-1.18905, -0.58611, 3.91337], [-0.52781, -1.23401, 5.40916], [5.39096, -2.00512, 2.24722], [3.72101, -3.53789, 0.98406], [2.32134, 0.89098, 5.69354], [-3.19209, -0.10001, -7.01851], [-5.25209, -0.34409, -5.51157], [0.11205, -3.34560, 0.97695], [-4.69212, 2.01935, -5.44469], [-3.11409, -1.45553, -4.90056], [-4.89242, 3.85449, -3.09832], [-1.13255, -2.32807, 4.17754], [1.22126, -0.34536, 6.30699], [-5.82655, 1.74856, -4.14166], [5.03593, -0.32489, 1.83783], [2.41219, -2.93682, -0.03537], [-1.27023, -1.64544, -3.76312], [-1.31009, 3.40686, -0.80770]], "lowdin_charge": [0.8455, 0.1074, 0.5401, -0.2609, 0.0810, -0.2864, 0.2576, 0.0785, 0.0608, -0.2447, -0.2215, 0.0222, -0.0999, 0.0526, -0.2015, 0.0583, -0.3044, -0.5866, -0.1898, -0.1979, -0.0393, -0.0643, -0.0203, -0.2400, -0.1296, -0.2264, -0.0553, -0.0896, -0.0355, -0.0562, -0.3345, 0.1046, -0.9147, -0.1325, -0.0707, -0.2454, -0.2202, -0.0656, -0.1333, -0.0554, 0.1291, 0.0548, 0.0118, 0.0758, 0.0914, 0.0758, 0.0546, 0.0889, 0.0664, 0.0858, 0.0476, 0.0592, 0.0677, 0.0905, 0.0732, 0.0626, 0.0877, 0.1200, 0.0691, 0.1194, 0.1462, 0.1332, 0.0699, 0.0813, 0.1216, 0.0757, 0.0791, 0.1528, 0.1224], "lumo_energy_ha": [0.03398, 0.03404], "total_charge": -1, "gap_ev": [5.22, 5.22], "de_lowest_kcal_mol": 0.0}